(1)
The following is a DFT calculation (the ωB97M-V functional and the def2-TZVPD basis) of a cluster of 8 separate species, C31H62O15 in total.

Computed properties:
Highest occupied orbital energy ... -9.8 eV
Structure (SMILES) ... CCOC(C)=O.CCOC(C)=O.CCOC(C)=O.CCOC(C)=O.CCOC(C)=O.CCOC(C)=O.CCOC(C)=O.CC(C)=O
Calculated total energy ... -63855.3425 eV
ΔE to the lowest compared entry with this formula, charge and spin ... 123.7 kJ/mol
HOMO-LUMO gap ... 10.1 eV
Charge ... 0

Each line ends with the Löwdin charge.
Cartesian coordinates (Å):
C 1.86 2.07 -3.44  0.04
C 2.26 0.56 -2.88  -0.16
O 3.63 0.26 -3.02  0.03
C 4.11 -0.86 -2.66  -0.55
C 5.61 -1.13 -2.73  0.04
O 3.40 -1.79 -2.26  0.07
H 0.90 2.24 -3.25  0.00
H 2.24 2.14 -4.45  0.07
H 2.56 2.68 -2.76  0.08
H 1.89 0.56 -1.94  0.06
H 1.74 -0.21 -3.31  0.09
H 5.88 -2.20 -2.62  0.10
H 6.13 -0.57 -1.98  0.08
H 5.94 -0.94 -3.69  0.05
C 1.98 -4.03 0.25  -0.08
C 1.81 -5.46 -0.09  -0.26
O 0.48 -5.76 0.07  -0.01
C 0.06 -7.01 0.12  -0.54
C -1.47 -7.15 0.40  0.03
O 0.75 -7.95 -0.26  0.07
H 1.36 -3.30 -0.19  0.06
H 3.01 -3.90 0.18  0.08
H 1.73 -3.90 1.17  0.02
H 2.13 -5.59 -1.17  0.14
H 2.64 -6.10 0.62  0.20
H -1.86 -6.58 -0.45  0.07
H -1.50 -6.98 1.57  0.13
H -1.52 -8.25 0.27  0.08
C 4.13 2.44 -0.01  -0.04
C 3.25 1.37 0.60  -0.22
O 3.68 1.13 1.91  0.02
C 3.27 0.04 2.49  -0.48
C 3.65 -0.08 4.01  0.05
O 2.87 -1.04 1.95  0.04
H 4.04 3.26 0.51  -0.01
H 3.98 2.49 -1.12  0.08
H 5.30 2.40 0.13  0.13
H 2.12 1.69 0.58  0.15
H 3.27 0.45 -0.03  0.11
H 3.27 0.87 4.46  0.08
H 4.62 -0.23 4.07  0.03
H 2.92 -0.63 4.61  0.09
C -3.35 -3.19 -0.53  -0.06
C -3.13 -4.06 -1.81  -0.13
O -1.67 -3.84 -2.16  -0.02
C -1.17 -3.98 -3.40  -0.64
C 0.25 -3.79 -3.48  0.03
O -1.83 -4.30 -4.28  0.16
H -2.55 -3.35 0.13  0.04
H -4.32 -3.51 -0.03  0.10
H -3.15 -2.08 -0.63  0.06
H -3.21 -5.10 -1.63  0.09
H -3.85 -3.88 -2.57  0.10
H 0.57 -4.83 -3.27  0.12
H 0.74 -3.19 -2.83  0.03
H 0.75 -3.53 -4.41  0.10
C -3.94 2.25 0.94  -0.01
C -3.70 0.79 1.40  -0.23
O -4.55 0.48 2.44  0.01
C -4.54 -0.76 3.00  -0.48
C -5.37 -1.06 4.10  0.02
O -3.87 -1.65 2.41  0.05
H -3.26 2.55 0.19  0.04
H -3.87 2.96 1.66  0.03
H -5.02 2.36 0.59  0.12
H -3.91 0.14 0.77  0.03
H -2.66 0.55 1.71  0.13
H -6.36 -0.67 3.94  0.11
H -4.89 -0.47 4.83  0.10
H -5.58 -2.05 4.31  0.09
C -0.04 3.68 2.41  -0.14
C 0.99 3.37 3.30  -0.30
O 2.08 4.33 3.28  0.00
C 3.17 4.33 4.01  -0.55
C 4.17 5.45 3.71  0.03
O 3.38 3.50 4.86  0.08
H -0.69 2.67 2.39  0.13
H 0.53 3.92 1.39  0.13
H -0.75 4.49 2.89  0.12
H 0.55 3.34 4.38  0.17
H 1.43 2.42 2.99  0.11
H 3.74 6.31 3.27  0.06
H 5.01 5.01 3.04  0.13
H 4.47 5.84 4.61  0.04
C -2.14 5.31 -0.40  -0.06
C -1.84 4.63 -1.63  -0.21
O -2.97 3.90 -2.15  0.00
C -3.01 3.08 -3.18  -0.49
C -4.35 2.36 -3.38  0.03
O -1.99 2.70 -3.81  0.03
H -2.36 4.74 0.43  0.03
H -2.86 6.14 -0.34  0.10
H -1.20 5.71 0.09  0.11
H -1.32 5.10 -2.47  0.15
H -1.22 3.87 -1.65  0.05
H -4.69 1.84 -2.58  0.03
H -4.33 1.64 -4.22  0.09
H -5.00 3.19 -3.75  0.10
C -1.61 0.14 -1.55  0.01
C -0.68 0.50 -0.40  -0.34
C -0.33 -0.61 0.57  0.01
O -0.43 1.77 -0.10  -0.06
H -1.50 0.70 -2.41  0.05
H -2.61 0.28 -1.36  0.05
H -1.46 -0.93 -1.60  0.07
H 0.55 -0.96 0.31  0.01
H -1.25 -1.42 0.52  0.15
H -0.18 -0.12 1.49  0.07

(2)
The following is a DFT calculation (the ωB97M-V functional and the def2-TZVPD basis) of a cluster of 3 separate species, C31H63BN2O14P in total.

Computed properties:
Highest occupied orbital energy ... -11.4 eV
Calculated total energy ... -74774.8939 eV
HOMO-LUMO gap ... 9.4 eV
Charge ... +1

Each line ends with the Löwdin charge.
Cartesian coordinates (Å):
C -3.06 -6.93 -0.47  -0.07
C -3.98 -5.99 0.27  -0.28
O -4.72 -5.21 -0.66  -0.15
C -5.18 -3.98 -0.13  -0.17
C -4.19 -2.86 -0.48  -0.16
O -4.04 -2.01 0.64  -0.12
C -3.03 -1.04 0.50  -0.15
C -2.51 -0.68 1.89  -0.15
C -1.11 -1.25 2.17  -0.08
B -1.22 -2.84 2.12  -0.62
O -1.16 -3.50 0.93  0.19
O -1.49 -3.52 3.28  0.08
C -0.57 -3.44 4.38  -0.21
C -1.32 -3.27 5.70  -0.04
N -0.15 -0.62 1.21  0.03
C 1.21 -1.27 1.21  -0.02
C 1.43 -2.28 0.07  -0.15
N 2.52 -1.84 -0.78  -0.08
C 3.34 -2.94 -1.32  -0.19
C 2.62 -3.94 -2.24  -0.05
C 2.17 -0.90 -1.80  -0.45
C 0.76 -0.83 -2.35  0.02
O 3.01 -0.16 -2.23  0.09
C 0.00 0.87 1.40  -0.23
O 0.37 1.30 0.13  -0.10
C 1.51 2.18 0.09  -0.19
C 1.76 2.65 -1.33  -0.03
C -1.26 1.65 1.94  -0.46
O -1.58 2.63 0.97  -0.04
P -0.89 2.61 3.53  0.97
C 0.76 3.30 3.25  -0.24
O -0.42 1.41 4.56  -0.29
C -2.52 0.80 2.31  -0.23
C -3.80 1.56 1.95  -0.06
C -4.99 0.87 2.58  -0.51
O -5.14 0.79 3.76  0.14
O -5.86 0.27 1.73  0.13
H -3.60 -7.50 -1.23  0.08
H -2.24 -6.39 -0.96  0.07
H -2.62 -7.63 0.23  0.08
H -3.40 -5.34 0.93  0.10
H -4.68 -6.57 0.88  0.13
H -5.29 -4.04 0.95  0.13
H -6.16 -3.79 -0.57  0.13
H -3.24 -3.32 -0.76  0.12
H -4.57 -2.29 -1.34  0.13
H -3.41 -0.16 -0.04  0.14
H -2.24 -1.47 -0.14  0.12
H -3.16 -1.20 2.60  0.17
H -0.83 -0.95 3.18  0.15
H -1.43 -4.42 1.04  0.12
H 0.12 -2.60 4.24  0.11
H 0.00 -4.36 4.39  0.13
H -2.37 -3.48 5.56  0.09
H -1.19 -2.26 6.11  0.07
H -0.92 -3.96 6.45  0.08
H -0.49 -0.72 0.25  0.16
H 1.95 -0.48 1.07  0.13
H 1.38 -1.70 2.19  0.14
H 0.49 -2.48 -0.45  0.09
H 1.71 -3.24 0.51  0.14
H 3.76 -3.45 -0.45  0.12
H 4.18 -2.48 -1.84  0.12
H 1.57 -3.69 -2.38  0.07
H 3.10 -3.97 -3.22  0.08
H 2.66 -4.95 -1.83  0.07
H 0.26 0.07 -1.99  0.07
H 0.87 -0.71 -3.43  0.11
H 0.14 -1.70 -2.17  0.07
H 0.82 1.01 2.10  0.13
H 1.27 3.06 0.68  0.08
H 2.38 1.66 0.51  0.13
H 1.57 3.72 -1.38  0.06
H 2.78 2.46 -1.66  0.08
H 1.06 2.18 -2.03  0.08
H -1.56 3.52 1.34  0.08
H 1.02 3.80 4.19  0.05
H 0.75 4.06 2.47  0.04
H 1.53 2.55 3.07  0.05
H -1.17 1.11 5.09  0.06
H -2.58 0.76 3.41  0.11
H -3.93 1.69 0.88  0.12
H -3.74 2.55 2.40  0.13
H -5.87 0.73 0.89  0.12
O 5.13 2.22 -5.58  0.11
C 5.92 1.86 -4.75  -0.52
O 7.05 2.57 -4.58  0.00
C 7.97 2.33 -3.51  -0.24
C 8.97 1.24 -3.85  -0.06
C 5.69 0.61 -3.92  0.01
H 7.43 2.12 -2.59  0.11
H 8.48 3.28 -3.38  0.12
H 8.48 0.28 -4.00  0.07
H 9.70 1.14 -3.04  0.08
H 9.50 1.50 -4.77  0.08
H 6.09 -0.25 -4.47  0.10
H 4.62 0.48 -3.80  0.06
H 6.13 0.64 -2.93  0.07
O 0.33 5.33 0.12  0.08
C -0.61 5.74 -0.51  -0.52
O -1.31 4.86 -1.24  -0.01
C -2.52 5.21 -1.93  -0.23
C -2.26 5.79 -3.30  -0.05
C -0.95 7.21 -0.56  0.03
H -3.13 5.87 -1.31  0.11
H -3.06 4.26 -2.01  0.12
H -1.72 6.73 -3.24  0.07
H -3.20 5.97 -3.82  0.09
H -1.67 5.09 -3.89  0.09
H -0.37 7.67 -1.36  0.10
H -0.65 7.66 0.38  0.09
H -2.01 7.42 -0.73  0.08